The following is a quantum chemistry calculation of 2 unconnected molecules or ions with the total composition C5H13NO at a distorted geometry, from the Open Molecules 2025 dataset.

Output
Total energy ... -328.14924 Ha
Kohn-Sham gap (alpha / beta) ... 1.76 / 9.34 eV
Multiplicity ... 2
Energy above the lowest of the compared OMol25 structures with the same formula, charge and spin ... 77.6 kcal per mole
HOMO (alpha / beta) ... 1.364 / -6.247 eV
Max |F| ... 7.52 eV Å⁻¹
Total charge ... -1

```
20
Properties=species:S:1:pos:R:3:mulliken_spin:R:1
C -0.850 -0.257 -1.523 0.287
N -2.010 -0.352 -0.713 -0.061
C -2.805 0.941 -0.598 0.255
C -1.571 -0.516 0.643 0.022
C -0.144 -0.112 0.765 0.577
C 0.309 0.330 -0.659 1.076
H -0.682 -1.351 -1.647 -0.084
H -1.061 0.407 -2.378 -0.092
H -2.327 1.758 -0.263 -0.046
H -3.163 1.327 -1.593 -0.078
H -3.953 0.695 -0.349 -0.056
H -2.186 -0.041 1.363 -0.009
H -1.631 -1.610 1.108 -0.090
H 0.037 0.686 1.408 -0.236
H 0.552 -0.923 0.819 -0.119
H 1.197 -0.095 -0.939 -0.763
H 0.266 1.450 -0.743 -0.231
H 6.680 -1.285 1.148 -0.484
H 6.978 -0.194 2.125 -0.532
O 6.367 -0.858 2.027 1.663
```